1.
Density functional theory data (ωB97M-V with the def2-TZVPD basis set) for the molecule C22H28N2O3.

As for the charge: 0. Its energy above the lowest of the compared OMol25 structures with the same formula, charge and spin is 26.95 kcal/mol. For the HOMO energy, the calculation gives -0.3034 Ha. As for the total energy: -1190.40175 Eh. Its SMILES is O=C(Cn1cc(C(=O)C2CCCCC2)c2ccccc21)NC[C@@H]1CCCO1.

Atoms and positions in Å:
O1 -4.174 -2.696 -0.588
C1 -3.089 -2.260 -0.895
N1 -2.885 -1.117 -1.585
H1 -1.935 -0.778 -1.671
C2 -3.847 -0.039 -1.587
H2 -3.831 0.447 -2.566
H3 -4.836 -0.455 -1.389
C3 -3.442 0.960 -0.497
C4 -4.204 2.302 -0.522
H4 -4.853 2.386 0.347
C5 -3.090 3.360 -0.502
H5 -2.955 3.793 -1.492
H6 -3.282 4.160 0.208
C6 -1.854 2.538 -0.119
H7 -1.774 2.441 0.973
H8 -0.916 2.926 -0.514
O2 -2.071 1.270 -0.695
H9 -4.818 2.383 -1.418
H10 -3.556 0.477 0.487
C7 -1.772 -2.984 -0.547
N2 -0.847 -2.049 0.029
C8 0.271 -1.553 -0.563
C9 0.791 -0.508 0.169
C10 -0.094 -0.335 1.288
C11 -0.119 0.549 2.363
C12 -1.151 0.444 3.270
C13 -2.150 -0.523 3.130
C14 -2.142 -1.417 2.079
C15 -1.102 -1.314 1.164
H11 -2.920 -2.157 1.969
H12 -2.946 -0.568 3.858
H13 -1.198 1.125 4.108
H14 0.649 1.300 2.460
C16 1.952 0.326 -0.118
O3 2.102 1.412 0.407
C17 2.945 -0.246 -1.127
C18 4.031 0.766 -1.504
C19 5.001 1.029 -0.355
C20 5.616 -0.272 0.149
C21 4.515 -1.234 0.581
C22 3.587 -1.534 -0.591
H15 2.813 -2.239 -0.280
H16 4.164 -1.997 -1.395
H17 3.939 -0.786 1.394
H18 4.951 -2.165 0.950
H19 6.284 -0.067 0.988
H20 6.208 -0.733 -0.646
H21 4.462 1.515 0.459
H22 5.786 1.708 -0.693
H23 3.558 1.705 -1.799
H24 4.584 0.379 -2.365
H25 2.369 -0.491 -2.028
H26 0.617 -1.977 -1.488
H27 -2.002 -3.787 0.160
H28 -1.338 -3.421 -1.450

2.
Density functional theory data (ωB97M-V with the def2-TZVPD basis set) for the molecule C3H2Br2ClF.

As for the charge: 0. Its energy above the lowest of the compared OMol25 structures with the same formula, charge and spin is 45.73 kcal/mol. For the HOMO energy (spin up / spin down), the calculation gives -0.3037 / -0.3037 Ha. As for the total energy: -5823.48142 Eh. Its SMILES is F/C(Cl)=C(\Br)CBr.

Atoms and positions in Å:
C1 0.440 0.473 0.488
C2 0.616 0.636 -1.159
C3 -0.403 -0.824 0.710
F1 1.217 1.672 -1.604
Cl1 -0.173 -0.381 -2.266
Br1 1.198 1.588 1.712
Br2 -2.249 -0.413 0.295
H1 -0.103 -1.627 -0.017
H2 -0.543 -1.125 1.840

3.
Density functional theory data (ωB97M-V with the def2-TZVPD basis set) for the ion C3H10NO with charge +1.

As for the charge: +1. Its energy above the lowest of the compared OMol25 structures with the same formula, charge and spin is 35.05 kcal/mol. For the HOMO energy, the calculation gives -0.5427 Ha. As for the total energy: -249.99795 Eh. Its SMILES is C[NH2+]CCO.

Atoms and positions in Å:
O1 -1.025 -1.456 -0.366
C1 -0.719 -0.886 0.818
C2 -0.329 0.637 0.807
N1 0.357 1.148 -0.411
C3 1.679 0.525 -0.773
H1 -1.901 -1.912 -0.629
H2 -1.443 -1.013 1.730
H3 0.210 -1.425 1.166
H4 0.307 0.775 1.663
H5 -1.292 1.304 1.062
H6 0.445 2.119 -0.382
H7 -0.304 0.961 -1.179
H8 2.069 -0.051 0.004
H9 2.451 1.306 -1.124
H10 1.370 -0.100 -1.610